[1]
The ion C42H36N with charge +1 at a distorted geometry, computed with the ωB97M-V functional and the def2-TZVPD basis.

Last column: Löwdin charge in e.
Geometry (Å):
C 0.500 -3.061 3.575  -0.077
C 0.914 -1.862 4.157  -0.072
C 1.297 -0.779 3.351  -0.009
C 1.269 -0.914 1.963  -0.169
C 1.498 0.275 1.014  -0.277
C 1.857 1.564 1.785  -0.193
C 3.174 1.828 2.167  -0.014
C 3.510 3.110 2.620  -0.047
C 2.526 4.094 2.768  -0.062
C 1.193 3.785 2.489  -0.053
C 0.865 2.505 2.034  -0.051
C 2.631 -0.016 0.010  -0.177
C 3.555 -1.045 0.185  -0.023
C 4.546 -1.265 -0.778  -0.042
C 4.584 -0.483 -1.933  -0.058
C 3.688 0.580 -2.084  -0.047
C 2.750 0.844 -1.083  -0.023
C 0.286 0.552 0.189  0.174
C -0.568 -0.417 -0.456  -0.127
C -1.873 0.256 -0.974  -0.134
C -2.949 0.181 0.104  -0.172
N -2.658 1.038 1.251  0.045
C 1.014 -2.168 1.401  -0.071
C 0.513 -3.211 2.189  -0.043
H 0.162 -3.886 4.203  0.115
H 0.936 -1.743 5.243  0.117
H 1.618 0.163 3.808  0.124
H 3.934 1.050 2.054  0.130
H 4.552 3.325 2.856  0.113
H 2.794 5.093 3.116  0.113
H 0.410 4.532 2.624  0.113
H -0.175 2.243 1.827  0.084
H 3.513 -1.684 1.072  0.129
H 5.272 -2.059 -0.604  0.117
H 5.327 -0.690 -2.703  0.115
H 3.716 1.214 -2.972  0.116
H 2.090 1.713 -1.156  0.126
H 0.202 1.569 -0.216  0.141
H -0.010 -0.850 -1.312  0.180
H -0.818 -1.279 0.190  0.133
H -1.698 1.303 -1.274  0.125
H -2.229 -0.305 -1.844  0.125
H -3.941 0.410 -0.336  0.133
H -3.022 -0.853 0.465  0.137
H -2.219 1.915 0.987  0.134
H 1.187 -2.326 0.331  0.125
H 0.160 -4.129 1.713  0.117
C -3.500 1.054 2.314  -0.337
C -3.199 2.318 3.135  -0.116
C -1.954 2.362 3.760  -0.070
C -1.629 3.392 4.644  -0.070
C -2.500 4.478 4.779  -0.076
C -3.664 4.519 4.011  -0.065
C -4.047 3.426 3.223  -0.006
C -4.965 0.862 1.821  -0.107
C -5.390 -0.450 2.093  -0.130
C -6.588 -0.947 1.590  -0.002
C -7.355 -0.123 0.761  -0.063
C -6.931 1.186 0.487  -0.064
C -5.747 1.708 1.046  -0.038
C -4.389 -1.131 2.910  -0.127
C -3.308 -0.264 3.145  -0.055
C -2.327 -0.667 4.042  -0.014
C -2.463 -1.899 4.705  -0.080
C -3.505 -2.786 4.411  -0.066
C -4.458 -2.411 3.465  -0.008
H -1.208 1.594 3.547  0.082
H -0.704 3.337 5.218  0.112
H -2.245 5.291 5.462  0.109
H -4.301 5.402 4.039  0.109
H -4.982 3.448 2.669  0.095
H -6.861 -1.966 1.862  0.113
H -8.279 -0.509 0.326  0.109
H -7.546 1.831 -0.141  0.106
H -5.449 2.741 0.853  0.112
H -1.452 -0.055 4.257  0.086
H -1.729 -2.176 5.464  0.100
H -3.542 -3.770 4.887  0.111
H -5.258 -3.080 3.147  0.112

Summary:
highest occupied orbital energy = -10.35 eV
electronic energy = -1676.51314 hartree
charge = +1
max |F| = 0.113 hartree/bohr
LUMO level = -0.2025 hartree
energy above the lowest of the compared OMol25 structures with the same formula, charge and spin = 36.9 kcal/mol
orbital gap = 4.841 eV

[2]
The molecule C42H36N4 at a distorted geometry, computed with the ωB97M-V functional and the def2-TZVPD basis.

Last column: Löwdin charge in e.
Geometry (Å):
C 1.276 -5.297 0.457  -0.043
C -0.079 -4.694 0.434  -0.371
N -1.185 -5.445 0.366  0.117
C -2.249 -4.619 0.395  -0.330
C -3.683 -5.085 0.378  -0.053
C -1.717 -3.302 0.464  -0.072
N -0.359 -3.306 0.503  0.049
H 2.023 -4.496 0.470  0.060
H 1.365 -5.908 1.375  0.085
H 1.385 -5.902 -0.463  0.088
H -4.323 -4.207 0.365  0.064
H -3.976 -5.680 -0.485  0.068
H -3.979 -5.647 1.261  0.068
H -2.313 -2.419 0.515  0.099
C 0.829 4.521 6.740  -0.094
C 0.381 3.313 7.303  -0.081
C -0.356 2.413 6.519  -0.018
C -0.661 2.714 5.183  -0.207
N -1.595 1.935 4.408  -0.034
C -2.979 2.266 4.528  -0.224
C -3.504 3.316 3.774  -0.028
C -4.877 3.582 3.789  -0.082
C -5.743 2.820 4.581  -0.092
C -5.205 1.812 5.392  -0.084
C -3.840 1.517 5.347  -0.007
C -1.216 0.931 3.475  -0.201
C -0.479 -0.174 3.887  0.002
C -0.049 -1.134 2.982  -0.039
C -0.219 -0.925 1.640  -0.206
C 0.573 -1.912 0.740  -0.031
C 0.890 -1.365 -0.664  -0.183
C 1.383 -2.300 -1.547  -0.021
C 1.915 -1.904 -2.787  0.022
C 1.754 -0.600 -3.260  -0.217
N 2.217 -0.180 -4.521  -0.038
C 1.286 0.404 -5.425  -0.227
C 1.301 1.783 -5.631  -0.022
C 0.372 2.392 -6.484  -0.081
C -0.559 1.606 -7.186  -0.095
C -0.564 0.213 -6.995  -0.082
C 0.324 -0.373 -6.081  -0.009
C 3.585 -0.273 -4.914  -0.220
C 4.006 -1.266 -5.805  -0.017
C 5.326 -1.301 -6.278  -0.079
C 6.231 -0.298 -5.874  -0.094
C 5.804 0.726 -5.006  -0.080
C 4.494 0.706 -4.503  -0.017
C 1.159 0.314 -2.391  0.006
C 0.796 -0.038 -1.091  -0.025
C -1.107 0.077 1.203  -0.049
C -1.569 1.024 2.123  0.010
C -0.176 3.902 4.624  -0.021
C 0.533 4.826 5.400  -0.078
H 1.401 5.223 7.362  0.103
H 0.602 3.078 8.360  0.108
H -0.725 1.478 6.932  0.107
H -2.854 3.955 3.182  0.108
H -5.309 4.372 3.165  0.104
H -6.832 2.961 4.539  0.105
H -5.870 1.233 6.043  0.105
H -3.423 0.735 5.979  0.114
H -0.341 -0.348 4.948  0.113
H 0.355 -2.102 3.326  0.133
H 1.487 -2.292 1.305  0.156
H 1.335 -3.355 -1.276  0.097
H 2.375 -2.646 -3.413  0.108
H 2.035 2.405 -5.138  0.108
H 0.350 3.484 -6.619  0.105
H -1.300 2.076 -7.862  0.106
H -1.285 -0.404 -7.556  0.106
H 0.297 -1.446 -5.928  0.113
H 3.290 -2.007 -6.140  0.111
H 5.650 -2.099 -6.969  0.107
H 7.268 -0.318 -6.259  0.104
H 6.511 1.534 -4.740  0.108
H 4.181 1.494 -3.829  0.111
H 1.011 1.333 -2.744  0.116
H 0.442 0.760 -0.433  0.103
H -1.550 0.099 0.197  0.126
H -2.223 1.818 1.768  0.112
H -0.390 4.126 3.582  0.110
H 0.866 5.792 4.986  0.107

Summary:
highest occupied orbital energy = -7.45 eV
electronic energy = -1841.03062 hartree
max |F| = 0.051 hartree/bohr
LUMO level = 0.0220 hartree
structure (SMILES) = Cc1cn(C(c2ccc(N(c3ccccc3)c3ccccc3)cc2)c2ccc(N(c3ccccc3)c3ccccc3)cc2)c(C)n1
orbital gap = 8.046 eV

[3]
A structure of composition C42H36O3P at a distorted geometry, computed with the ωB97M-V functional and the def2-TZVPD basis.

Last column: Löwdin charge in e.
Geometry (Å):
C 5.273 -0.321 4.477  -0.052
C 4.448 -0.022 3.233  -0.181
O 3.134 0.410 3.660  -0.059
C 2.295 0.719 2.637  -0.505
C 0.871 0.649 3.140  -0.106
P -0.207 0.109 1.817  1.145
C -0.287 1.010 0.254  -0.273
C -0.062 0.418 -1.001  -0.053
C 0.045 1.201 -2.153  -0.054
C -0.017 2.600 -2.065  -0.049
C -0.260 3.198 -0.821  -0.046
C -0.443 2.407 0.322  -0.075
C -0.146 -1.623 1.259  -0.298
C -1.259 -2.196 0.608  -0.072
C -1.181 -3.458 -0.011  -0.051
C 0.008 -4.189 0.089  -0.063
C 1.091 -3.658 0.787  -0.065
C 1.021 -2.401 1.396  -0.053
C -1.816 0.184 2.603  -0.311
C -2.893 0.966 2.134  -0.056
C -4.201 0.700 2.568  -0.065
C -4.420 -0.277 3.544  -0.063
C -3.320 -0.959 4.102  -0.064
C -2.019 -0.714 3.659  -0.093
O 2.685 0.999 1.495  0.096
H 6.236 -0.733 4.203  0.078
H 5.472 0.621 5.015  0.079
H 4.796 -1.059 5.143  0.087
H 4.890 0.809 2.666  0.132
H 4.323 -0.907 2.597  0.127
H 0.777 -0.150 3.966  0.130
H 0.058 -0.661 -1.063  0.103
H 0.187 0.708 -3.120  0.116
H 0.138 3.210 -2.965  0.117
H -0.289 4.292 -0.744  0.108
H -0.619 2.846 1.301  0.069
H -2.219 -1.668 0.578  0.122
H -2.031 -3.879 -0.561  0.118
H 0.076 -5.184 -0.372  0.119
H 2.023 -4.228 0.866  0.116
H 1.853 -2.019 1.991  0.104
H -2.715 1.759 1.418  0.100
H -5.059 1.245 2.131  0.121
H -5.448 -0.502 3.878  0.120
H -3.476 -1.695 4.895  0.118
H -1.160 -1.233 4.112  0.120
C 5.344 3.117 8.734  -0.032
O 4.909 1.803 8.212  -0.086
C 4.036 1.783 7.165  -0.274
C 3.213 0.653 6.970  0.010
C 2.155 0.758 6.095  -0.041
C 1.923 1.929 5.348  -0.179
C 0.710 1.997 4.511  -0.115
C 0.516 3.220 3.672  -0.136
C -0.845 3.639 3.722  -0.108
C -1.327 4.640 2.872  -0.011
C -0.421 5.259 1.999  -0.082
C 0.936 4.887 2.015  -0.066
C 1.410 3.861 2.831  -0.032
C -1.544 2.791 4.696  -0.110
C -0.624 1.823 5.194  -0.108
C -1.028 0.913 6.166  -0.028
C -2.348 0.942 6.622  -0.071
C -3.268 1.863 6.093  -0.060
C -2.863 2.795 5.132  -0.007
C 2.846 2.979 5.461  0.008
C 3.911 2.911 6.334  -0.003
H 5.824 2.920 9.705  0.098
H 6.074 3.567 8.028  0.094
H 4.493 3.799 8.862  0.097
H 3.402 -0.258 7.549  0.135
H 1.534 -0.127 5.953  0.112
H -2.373 4.941 2.930  0.119
H -0.764 6.040 1.309  0.116
H 1.634 5.409 1.350  0.119
H 2.465 3.590 2.813  0.122
H -0.338 0.171 6.558  0.104
H -2.666 0.197 7.359  0.115
H -4.311 1.824 6.437  0.118
H -3.555 3.531 4.728  0.119
H 2.714 3.869 4.838  0.112
H 4.571 3.765 6.447  0.111

Summary:
highest occupied orbital energy = -10.64 eV
electronic energy = -2188.89681 hartree
charge = +1
max |F| = 0.053 hartree/bohr
LUMO level = -0.1148 hartree
orbital gap = 7.519 eV

[4]
A structure of composition C42H37BrMnN7O5S, computed with the ωB97M-V functional and the def2-TZVPD basis.

Last column: Löwdin charge in e.
Geometry (Å):
Mn 0.626 -0.062 0.805  0.469
S 0.509 1.800 1.976  0.731
C 0.117 2.800 0.601  -0.823
N -0.422 4.025 0.890  0.025
N -0.419 4.900 -0.123  -0.008
C 0.675 5.226 -0.939  -0.256
C 0.440 5.990 -2.078  -0.033
C 1.496 6.391 -2.878  -0.094
C 2.797 6.032 -2.556  -0.106
C 3.025 5.275 -1.413  -0.104
C 1.978 4.872 -0.603  -0.052
N 0.291 2.405 -0.623  0.027
N 0.693 1.095 -0.745  -0.113
C 1.435 0.952 -1.908  -0.216
C 2.579 -1.439 -2.084  -0.147
C 3.607 -1.717 -3.120  0.074
C 3.697 -0.566 -4.010  -0.183
C 2.891 1.467 -3.664  -0.158
C 2.120 1.947 -2.500  0.027
H -1.058 5.664 0.047  0.138
H -0.577 6.251 -2.339  0.110
H 1.295 6.980 -3.763  0.099
H 3.622 6.341 -3.182  0.095
H 4.035 4.996 -1.142  0.104
H 2.166 4.287 0.286  0.112
H 2.012 -2.345 -1.916  0.098
H 4.276 -2.561 -3.066  0.105
H 4.133 -0.760 -4.988  0.145
H 2.988 2.176 -4.484  0.141
H 2.194 2.941 -2.088  0.087
C -0.306 -4.593 -2.750  -0.047
O 0.647 -4.270 -1.754  -0.093
C 1.949 -4.589 -1.972  -0.238
C 2.437 -5.153 -3.140  -0.010
C 3.788 -5.460 -3.261  -0.086
C 4.657 -5.194 -2.218  -0.098
C 4.170 -4.602 -1.060  -0.023
C 2.826 -4.288 -0.917  -0.187
N 2.358 -3.776 0.318  0.138
C 1.842 -2.449 0.555  -0.387
N 0.594 -1.999 -0.069  0.033
C -1.460 -1.963 0.958  -0.187
C -1.268 -0.601 1.091  -0.110
C -2.331 0.135 1.632  -0.103
C -3.505 -0.492 2.005  -0.083
C -3.658 -1.873 1.881  -0.025
C -2.624 -2.629 1.358  -0.220
O -2.642 -3.984 1.183  -0.078
C -3.663 -4.698 1.853  -0.082
N 2.838 -1.370 0.384  0.179
C 3.188 -0.973 -0.792  -0.205
C 4.250 0.042 -0.862  0.003
C 4.710 0.712 -1.931  -0.009
C 4.293 0.743 -3.362  -0.144
C 2.304 0.092 -3.998  -0.108
C 1.607 -0.362 -2.683  -0.274
O 0.392 -1.086 -2.876  -0.140
C -0.711 -0.293 -3.304  -0.050
H -1.274 -4.347 -2.319  0.101
H -0.269 -5.658 -2.989  0.098
H -0.139 -3.997 -3.651  0.099
H 1.762 -5.365 -3.957  0.108
H 4.150 -5.907 -4.176  0.105
H 5.708 -5.430 -2.299  0.104
H 4.845 -4.368 -0.246  0.120
H 3.069 -3.936 1.022  0.134
H 0.553 -2.132 -1.080  0.112
H -2.231 1.202 1.759  0.075
H -4.316 0.094 2.414  0.102
H -4.577 -2.345 2.194  0.103
H -3.403 -5.751 1.772  0.090
H -4.639 -4.531 1.386  0.093
H -3.715 -4.411 2.907  0.098
H 4.687 0.261 0.105  0.114
H 5.501 1.418 -1.697  0.113
H 5.105 1.159 -3.957  0.131
H 1.667 -0.023 -4.872  0.153
H -1.501 -0.990 -3.575  0.091
H -0.448 0.309 -4.177  0.091
H -1.050 0.366 -2.504  0.090
Br 0.418 -7.368 3.478  0.754
C 1.059 -5.624 3.824  -0.671
C 1.490 -5.295 5.100  -0.112
C 1.927 -4.005 5.366  -0.054
C 1.929 -3.051 4.363  0.002
C 1.527 -3.409 3.078  -0.129
C 1.080 -4.698 2.796  -0.061
C 1.450 -2.333 2.064  -0.184
O 1.053 -1.221 2.407  0.026
O -0.466 -2.795 0.442  -0.008
H 1.473 -6.041 5.882  0.104
H 2.252 -3.746 6.365  0.112
H 2.238 -2.034 4.560  0.127
H 0.720 -4.951 1.811  0.110

Summary:
highest occupied orbital energy (spin up / spin down) = -6.25 / -6.59 eV
electronic energy = -6505.07367 hartree
max |F| = 0.019 hartree/bohr
LUMO level (spin up / spin down) = -0.0215 / -0.0260 hartree
energy above the lowest of the compared OMol25 structures with the same formula, charge and spin = 193.6 kcal/mol
spin multiplicity = 5
orbital gap (spin up / spin down) = 5.664 / 5.881 eV